[1]
Below is a cluster of 9 separate species, C5H29NO9 in total, with properties calculated with ωB97M-V/def2-TZVPD.

XYZ file:
```
44
Properties=species:S:1:pos:R:3:forces:R:3:nbo_charge:R:1
C -1.97022 -3.72492 0.78625 -1.763 -1.102 4.716 -0.59
C -2.34846 -2.29658 0.49978 2.164 -0.390 0.794 -0.23
N -1.20741 -1.46505 0.76034 1.077 -0.035 3.491 -0.66
C -0.94466 -1.06644 2.22402 -2.947 -1.310 -0.729 -0.10
C -2.09486 -0.24121 2.95003 -1.562 0.967 -1.532 -0.66
C 0.39559 -0.53829 2.25406 4.628 -0.168 1.556 -0.05
O 0.72212 0.72127 1.69707 -2.694 0.708 -3.203 -0.78
H -1.01427 -3.90220 0.55745 3.685 -0.496 -1.761 0.21
H -1.88926 -4.23613 1.91806 -0.981 1.956 -2.332 0.18
H -2.61614 -4.33554 0.24974 -1.114 -1.531 -0.908 0.20
H -2.33576 -2.31869 -0.57970 -1.472 0.492 -0.414 0.21
H -3.18226 -2.04293 1.13040 -1.133 0.504 -0.643 0.18
H -1.09045 -0.66540 0.18738 -0.675 0.725 -0.579 0.39
H -0.86498 -1.93180 2.94787 -0.012 0.106 -1.461 0.21
H -2.88943 -0.88467 3.38971 1.127 -0.074 0.398 0.21
H -1.72019 0.52326 3.68207 -0.327 -0.873 -0.646 0.23
H -2.82932 0.28654 2.22345 1.851 -0.248 0.675 0.23
H 1.16880 -1.34081 1.78500 -1.863 1.515 1.186 0.17
H 0.65148 -0.38165 3.35018 0.040 -0.485 -1.071 0.17
H 0.04498 0.89209 0.89578 2.015 -0.190 2.596 0.49
O 0.58085 3.67771 1.06776 1.009 -0.321 3.907 -0.93
H 1.38636 3.77316 0.63640 2.043 0.799 -2.798 0.47
H 1.10033 3.46129 1.92539 -2.376 0.149 -1.029 0.49
O 3.76703 -0.77814 -1.70567 -0.408 -0.755 0.439 -0.94
H 3.16497 -1.50749 -1.94153 0.268 0.636 0.539 0.47
H 4.36672 -0.88303 -2.43213 0.946 0.299 -0.569 0.47
O 1.75385 -1.16152 -3.35364 0.022 -2.089 2.976 -0.97
H 1.39396 -1.56131 -2.46124 0.604 1.357 -2.782 0.48
H 1.02031 -0.72273 -3.73559 -1.461 0.699 -0.594 0.49
O -1.44250 2.23739 0.54439 1.196 -3.140 2.796 -0.95
H -0.76371 2.86645 0.58621 1.710 1.472 0.467 0.48
H -2.02330 2.55511 -0.04908 -3.366 1.227 -3.279 0.46
O -2.04411 0.37418 -1.43288 0.110 0.227 0.554 -0.97
H -2.68502 -0.07576 -1.96497 -0.491 -0.413 -0.506 0.47
H -1.32163 0.61285 -2.02412 0.273 0.101 -0.356 0.49
O 3.54115 2.38669 0.29309 1.301 3.896 -0.580 -0.94
H 3.88414 1.59156 0.02583 1.439 -3.206 -0.986 0.48
H 2.73880 2.18896 0.67384 -2.908 -1.062 1.500 0.47
O 2.43473 1.69625 -2.78671 -3.479 9.139 0.770 -0.96
H 2.81867 2.11942 -2.02949 0.618 -0.489 0.562 0.50
H 2.65016 0.90213 -2.98206 2.905 -8.610 -1.131 0.48
O -0.20811 1.39191 -3.34286 -1.273 -1.354 -0.404 -0.99
H -0.76496 2.15722 -3.32994 -0.288 0.742 -0.097 0.48
H 0.66601 1.64684 -3.08991 1.565 0.624 0.468 0.51
```
Forces are in eV/Å.

Spin multiplicity: 1
HOMO level: -8.3 eV
LUMO: 0.182 eV

=====

[2]
Below is a structure of composition C5H2Cl2F42N2O8P5S4V2, with properties calculated with ωB97M-V/def2-TZVPD.

XYZ file:
```
72
Properties=species:S:1:pos:R:3:forces:R:3:lowdin_spin:R:1
V -17.75579 14.13230 -19.47767 0.882 -0.229 1.327 2.78
V -20.86609 12.32863 -24.05629 0.167 0.041 1.087 2.88
P -23.50170 15.03084 -23.17043 -3.609 2.548 2.599 0.00
F -23.53205 14.38773 -21.65213 0.326 -0.402 -1.086 0.00
F -24.65801 13.99079 -23.66261 1.469 -0.706 -0.659 0.00
F -24.79737 15.92401 -22.74870 0.940 1.086 -0.260 0.00
F -23.34079 15.71340 -24.63341 -0.630 -0.145 0.301 0.00
F -22.44823 16.12757 -22.56880 -0.275 -0.414 -0.621 0.00
F -22.32698 14.07077 -23.59746 2.249 -2.772 -0.721 0.02
P -19.21749 13.51868 -21.77881 -1.455 0.847 0.402 0.00
F -17.78257 14.28617 -21.71188 0.440 -0.057 0.137 0.01
F -19.76619 14.40294 -23.01449 0.414 0.162 0.595 0.02
F -18.64005 12.48817 -22.75275 0.629 -1.443 -1.327 0.02
F -20.66174 12.71442 -21.79961 0.020 0.879 -0.446 0.01
F -18.82840 12.52481 -20.55788 0.394 0.212 0.665 0.03
F -19.65247 14.63455 -20.67271 -1.339 -0.545 -0.705 0.03
P -18.35548 12.11368 -25.94977 4.770 0.963 -0.799 0.00
F -19.12892 11.16104 -24.85812 -1.140 0.199 -0.081 0.01
F -19.38500 11.73542 -27.14435 0.470 -0.603 1.168 0.00
F -19.41971 13.38119 -25.57063 -0.264 -0.863 0.516 0.02
F -17.47887 12.97665 -26.95860 -1.132 1.490 -0.784 0.00
F -17.32420 12.65441 -24.78180 -1.587 0.033 -0.028 0.00
F -17.21847 10.98398 -26.20881 -1.949 -1.275 -0.053 0.00
P -22.11974 9.62288 -21.69014 -2.791 -1.434 2.959 0.00
F -23.17973 8.90284 -20.65531 1.375 -0.421 -0.040 0.00
F -21.31266 8.17280 -21.94900 -0.592 2.266 0.240 0.00
F -23.18516 9.24891 -22.85209 0.995 0.406 -0.650 0.00
F -21.15952 10.42187 -22.76453 0.321 0.456 -1.392 0.02
F -22.95120 10.98646 -21.35254 0.387 0.429 -1.355 0.00
F -21.13253 10.09771 -20.49789 0.362 -1.134 -0.719 0.00
P -14.79648 13.44290 -19.83018 2.526 -3.267 -1.372 0.00
F -15.69729 14.79835 -19.92150 0.490 1.025 0.631 0.02
F -13.35743 14.11921 -20.25852 -1.670 -0.103 1.954 0.00
F -14.62894 13.48893 -18.20392 0.330 1.797 -1.277 0.00
F -14.25266 11.93044 -19.69727 0.938 0.440 -0.748 0.00
F -16.26649 12.71988 -19.50271 -1.248 -0.551 -0.651 0.03
F -14.97293 13.22778 -21.46391 -0.986 0.087 1.522 0.00
C -14.48844 16.50479 -27.56542 0.123 0.198 1.258 0.01
F -15.02475 17.13855 -26.49978 0.264 -0.691 -1.250 0.00
F -15.37760 16.16831 -28.44028 -1.175 -0.128 -0.442 0.00
F -13.60388 17.27920 -28.15253 0.382 -0.060 0.387 0.00
S -13.67930 14.82490 -27.06435 2.323 -3.741 -1.169 0.03
O -14.20277 13.69237 -27.78895 -0.120 1.774 -0.585 0.03
O -12.22529 14.98855 -27.11798 -2.516 0.450 0.632 0.00
N -14.39723 14.30380 -25.51561 0.630 1.156 -1.293 0.61
S -13.74678 15.23895 -24.42096 1.701 0.591 6.262 0.01
O -13.09784 14.42755 -23.33795 -1.535 1.120 -3.188 0.21
O -13.01886 16.40784 -24.82596 -0.041 -0.451 -0.686 0.06
C -15.27174 16.04252 -23.62087 -1.067 0.193 1.479 0.02
F -15.21204 17.35870 -23.89538 -0.469 -0.878 -0.247 0.01
F -16.44872 15.50135 -23.99216 1.289 0.696 -0.087 0.00
F -15.17698 15.94811 -22.28003 0.214 -0.217 -1.190 0.01
C -16.48886 16.00774 -15.95419 0.703 -0.742 -1.149 0.00
F -16.57848 16.01056 -14.60219 0.457 0.141 -1.944 0.00
F -16.32297 17.22775 -16.48034 -0.353 -0.891 1.059 0.00
F -15.40890 15.25558 -16.41071 -2.106 1.149 1.410 0.00
S -18.14025 15.17033 -16.64766 -2.036 -2.239 1.440 0.01
O -17.84410 13.72434 -16.85643 0.387 2.460 -0.781 0.01
O -19.24486 15.40364 -15.65918 3.478 -0.063 -2.884 0.00
N -18.30407 15.77111 -18.33463 0.952 0.136 3.674 0.04
S -19.38948 16.91720 -18.11596 -3.671 2.342 0.877 0.01
O -20.71500 16.31128 -18.06850 1.179 0.992 -0.967 0.00
O -19.15166 17.84273 -16.98759 0.764 -1.210 -2.248 0.00
C -19.21303 18.00719 -19.73809 1.978 -1.456 2.164 0.00
F -17.89470 18.35799 -19.83262 -0.892 0.156 0.118 0.00
F -19.51368 17.34630 -20.80817 -0.618 -0.316 -0.851 0.00
F -19.96033 19.05043 -19.55111 -0.423 0.771 -0.251 0.00
C -22.18227 13.51149 -18.94461 -0.648 -1.027 0.225 0.00
Cl -23.48316 12.37493 -18.31648 0.699 0.763 -0.318 0.00
Cl -20.67875 13.23101 -18.07085 0.301 -0.220 0.455 0.01
H -21.97908 13.19547 -19.96780 -0.518 0.501 0.167 0.00
H -22.51324 14.53146 -18.74908 0.137 -0.260 -0.404 0.00
```
Forces are in eV/Å.

Spin multiplicity: 8
Charge: -2
HOMO level (spin up / spin down): -5.5 / -6.4 eV
LUMO (spin up / spin down): 2.002 / -1.898 eV

=====

[3]
Below is a cluster of 2 separate species, C5H2Cl3FN2 in total, with properties calculated with ωB97M-V/def2-TZVPD.

XYZ file:
```
13
Properties=species:S:1:pos:R:3:forces:R:3:nbo_charge:R:1
C 0.55138 -1.76603 1.70551 -1.241 -0.318 1.015 0.17
C -0.71133 2.32943 -0.87282 -1.752 2.665 -0.216 0.19
C 1.02571 -1.94462 0.40983 2.043 3.988 0.117 -0.38
C -0.07692 1.04897 -0.90153 1.447 -1.659 -1.078 -0.18
C -0.65356 0.05810 0.15604 1.680 1.803 -0.762 0.33
N 0.00871 -1.47515 2.69791 0.975 -0.731 -0.606 -0.27
N -1.29931 3.33333 -0.93904 1.176 -1.851 0.283 -0.20
F -0.45262 0.68198 1.30990 -0.226 -0.327 0.471 -0.31
Cl 1.73028 1.33196 -0.60305 -1.319 -0.262 -0.197 0.03
Cl -0.32425 0.37743 -2.59306 0.354 0.300 1.087 0.03
Cl -2.23860 -0.37668 -0.11749 -0.946 -0.659 0.057 0.11
H 1.89800 -1.21087 0.15284 -1.465 -1.855 0.430 0.25
H 0.54252 -2.38786 -0.40504 -0.727 -1.095 -0.600 0.23
```
Forces are in eV/Å.

Spin multiplicity: 1
HOMO level (spin up / spin down): -10.0 / -10.0 eV
LUMO (spin up / spin down): -1.749 / -1.760 eV

=====

[4]
Below is a cluster of 2 separate species, C5H2Cl3FN2 in total, with properties calculated with ωB97M-V/def2-TZVPD.

XYZ file:
```
13
Properties=species:S:1:pos:R:3:forces:R:3:nbo_charge:R:1
C -1.09177 -1.51429 0.71846 -0.031 0.551 -0.221 0.29
C 1.68706 1.01734 -1.09694 -0.052 -0.690 0.864 0.18
C -1.49349 -0.32303 -0.02080 -0.880 -0.938 -3.560 -0.62
C 2.02108 -0.24075 -0.43624 -0.213 2.059 -0.414 -0.20
C -0.99974 0.94649 0.55849 0.410 1.063 0.032 0.33
N -0.77944 -2.52277 1.15226 0.029 -0.545 0.535 -0.30
N 1.34540 2.08512 -1.42529 1.186 -1.418 -0.387 -0.28
F -0.45678 0.79584 1.75568 0.318 -0.122 0.849 -0.31
Cl 2.94329 -0.09799 1.00940 -0.427 -0.313 -0.664 0.12
Cl 1.39704 -1.72022 -0.95628 0.585 0.214 -0.164 0.15
Cl -0.82045 2.58394 0.03472 -1.225 -1.487 0.191 0.10
H -1.13132 -0.58270 -1.18202 -0.718 1.060 2.816 0.28
H -2.62087 -0.42700 -0.11145 1.018 0.566 0.121 0.28
```
Forces are in eV/Å.

Spin multiplicity: 1
HOMO level (spin up / spin down): -9.0 / -8.3 eV
LUMO (spin up / spin down): -0.161 / -1.730 eV

=====

[5]
Below is an isolated molecule of C5H2N2O, with properties calculated with ωB97M-V/def2-TZVPD.

XYZ file:
```
10
Properties=species:S:1:pos:R:3:forces:R:3:nbo_charge:R:1
N 0.06359 2.87718 0.16955 -2.441 -7.073 -2.800 -0.22
C -0.27915 1.73149 -0.15810 2.898 12.009 2.908 0.24
C -0.40224 0.42437 -0.02006 -0.965 -5.831 0.426 -0.25
C -1.04797 -0.26900 0.96049 1.368 2.762 3.064 -0.14
C -0.56519 -1.62028 1.10841 2.005 -1.189 -5.524 0.04
N 0.15031 -1.97201 0.05814 1.022 1.207 0.501 -0.40
C 0.52786 -0.56707 -0.74680 -0.751 -0.638 0.890 0.69
O 1.39555 -0.28856 -1.52946 -1.711 -1.450 1.592 -0.43
H -1.28397 0.17342 1.97127 -0.941 0.225 -1.689 0.24
H -0.77755 -2.39817 1.80694 -0.483 -0.022 0.632 0.23
```
Forces are in eV/Å.

Spin multiplicity: 1
HOMO level: -10.2 eV
LUMO: -2.383 eV

=====

[6]
Below is an isolated molecule of C5H2N2O2, with properties calculated with ωB97M-V/def2-TZVPD.

XYZ file:
```
11
Properties=species:S:1:pos:R:3:forces:R:3:nbo_charge:R:1
N -2.91447 -1.40457 -0.13136 1.999 0.642 0.136 -0.26
C -1.85831 -0.93752 -0.28438 -1.797 -0.443 0.193 0.25
C -0.68961 -0.22729 -0.79986 0.282 0.555 4.146 0.02
C 0.28281 0.39140 0.14475 -1.198 -1.110 -0.545 -0.01
C 0.90391 0.60101 1.16192 0.244 -0.608 -0.658 -0.05
C 2.09131 0.60836 2.02129 0.479 2.072 -1.730 0.37
O 2.12395 0.46691 3.19545 0.065 -0.597 0.978 -0.45
N -0.75536 -0.20507 -2.03086 -0.449 -0.359 -2.857 -0.02
O 0.18241 0.46259 -2.69302 -0.560 -0.518 -4.624 -0.49
H 2.97704 0.97918 1.38989 -0.559 -0.792 0.823 0.14
H -0.11982 0.23661 -3.73608 1.495 1.156 4.138 0.50
```
Forces are in eV/Å.

Spin multiplicity: 1
HOMO level: -10.6 eV
LUMO: -1.086 eV

=====

[7]
Below is a cluster of 2 separate species, C5H2NS2 in total, with properties calculated with ωB97M-V/def2-TZVPD.

XYZ file:
```
10
Properties=species:S:1:pos:R:3:forces:R:3:nbo_charge:R:1
C -2.97225 0.90558 0.32676 -0.381 0.144 -0.576 0.26
C -0.83576 -0.13307 -0.69005 -4.290 1.669 2.202 0.02
C 2.18929 -0.93359 0.26252 0.516 -0.964 -1.481 -0.53
C -1.83487 0.28170 -0.13580 0.863 -0.166 -0.733 -0.25
C 1.93383 0.33527 0.28474 0.425 1.220 -0.173 -0.09
N -3.96740 1.46156 0.52827 0.336 -0.226 0.342 -0.35
S 1.57466 1.88470 0.21927 0.242 -0.393 0.285 -0.05
S 0.83006 -1.98516 0.58466 0.021 -0.975 0.801 -0.47
H 0.02432 -0.45091 -1.06837 2.872 -1.091 -1.643 0.23
H 3.05813 -1.36609 -0.31200 -0.603 0.782 0.976 0.23
```
Forces are in eV/Å.

Spin multiplicity: 1
Charge: -1
HOMO level: -3.0 eV
LUMO: 3.327 eV

=====

[8]
Below is a cluster of 2 separate species, C5H2O in total, with properties calculated with ωB97M-V/def2-TZVPD.

XYZ file:
```
8
Properties=species:S:1:pos:R:3:forces:R:3:nbo_charge:R:1
C 3.61022 1.27107 -0.25490 -0.068 0.234 0.312 -0.02
C 0.95576 0.56166 0.65535 3.975 2.299 0.604 0.05
C -1.23983 -0.77118 0.32126 3.127 -0.613 0.609 -0.52
C 0.01040 -0.11141 0.28423 -4.923 -2.470 -0.626 -0.24
C -2.31084 -0.15346 -0.10904 -2.611 1.798 -1.564 0.82
O -3.21456 0.41617 -0.55070 1.176 -0.866 0.797 -0.35
H 3.46272 0.55019 -1.09137 -0.238 -0.227 -0.077 -0.04
H -1.27385 -1.76305 0.74516 -0.438 -0.154 -0.055 0.29
```
Forces are in eV/Å.

Spin multiplicity: 1
HOMO level (spin up / spin down): -9.7 / -8.4 eV
LUMO (spin up / spin down): -0.577 / -3.094 eV